Arrangement A

Molecular formula: C4H12N2O
Method: DFT, wB97M-V/def2-TZVPD

Geometry (Å):
C (-0.18, 2.66, 0.33)
C (-0.49, 1.30, -0.26)
N (0.67, 0.42, -0.22)
C (0.41, -0.94, -0.37)
C (1.63, -1.82, -0.25)
N (-0.93, -1.41, 0.68)
O (-2.12, -1.47, -0.16)
H (0.69, 3.11, -0.15)
H (-1.03, 3.33, 0.17)
H (0.01, 2.59, 1.40)
H (-0.81, 1.37, -1.30)
H (-1.30, 0.74, 0.32)
H (1.24, 0.61, 0.61)
H (-0.15, -1.11, -1.29)
H (1.34, -2.85, -0.06)
H (2.28, -1.47, 0.56)
H (2.21, -1.78, -1.17)
H (-1.22, -0.86, 1.49)
H (-2.27, -2.42, -0.31)

SMILES = CCN[C@@H](C)NO
charge = 0
HOMO energy = -8.31 eV

=====

Arrangement B

Molecular formula: C4H12N2O
Method: DFT, wB97M-V/def2-TZVPD

Geometry (Å):
C (-1.28, -1.42, -0.86)
C (-0.61, 0.07, 0.47)
N (-1.51, 1.14, 0.39)
N (-0.74, -2.60, -0.39)
O (-0.36, -0.52, 1.52)
H (-1.36, 1.77, -0.39)
H (-1.58, 1.63, 1.27)
H (-0.73, -2.64, 0.63)
H (0.18, -2.82, -0.75)
H (-2.30, -1.21, -0.53)
H (-1.12, -1.23, -1.92)
C (1.81, 1.40, 0.70)
C (1.20, 0.72, -0.49)
H (1.22, 2.27, 1.01)
H (2.83, 1.74, 0.50)
H (1.84, 0.71, 1.56)
H (1.76, -0.15, -0.84)
H (0.93, 1.38, -1.32)
H (-0.16, -0.23, -0.57)

charge = 0
HOMO energy = -6.99 eV

=====

Arrangement C

Molecular formula: C4H12N2O
Method: DFT, wB97M-V/def2-TZVPD

Geometry (Å):
C (0.81, 1.72, -2.02)
C (0.49, 0.75, -0.92)
C (-0.05, 1.41, 0.43)
N (-1.38, 1.05, 0.72)
C (-1.76, -0.11, 1.04)
N (-0.92, -1.22, 1.10)
H (-0.09, 2.34, -2.16)
H (1.63, 2.39, -1.79)
H (1.02, 1.27, -2.99)
H (-0.30, 0.07, -1.26)
H (1.34, 0.09, -0.70)
H (-0.03, 2.49, 0.29)
H (0.72, 0.99, 1.11)
H (-2.73, -0.37, 1.45)
H (-1.27, -2.14, 1.34)
H (0.07, -1.07, 1.01)
O (1.79, -2.86, -0.01)
H (2.39, -2.87, 0.73)
H (2.08, -2.16, -0.57)

SMILES = CCC/N=C\N.O
charge = 0
HOMO energy = -8.73 eV

=====

Pick arrangement C: it beats the second-best structure by 1.965 eV.

=====

Arrangement A

Molecular formula: C4H12N2O
Method: DFT, wB97M-V/def2-TZVPD

Geometry (Å):
C (-1.83, 0.91, 0.22)
C (-2.04, -1.39, 0.48)
C (2.11, -1.04, -0.27)
C (1.99, 1.48, -0.21)
N (-1.34, -0.37, -0.13)
N (1.62, 0.16, 0.39)
O (0.48, 0.13, 0.98)
H (-1.55, 1.71, -0.45)
H (-2.97, 1.05, 0.18)
H (-1.32, 1.07, 1.16)
H (-3.08, -1.11, 0.55)
H (-1.87, -2.38, -0.11)
H (-1.52, -1.73, 1.45)
H (1.29, -1.38, -0.83)
H (2.93, -0.71, -0.74)
H (2.24, -1.75, 0.45)
H (1.64, 2.29, 0.44)
H (3.09, 1.59, -0.36)
H (1.50, 1.90, -1.14)

charge = 0
HOMO energy (alpha / beta) = -8.18 / -7.83 eV

=====

Arrangement B

Molecular formula: C4H12N2O
Method: DFT, wB97M-V/def2-TZVPD

Geometry (Å):
N (2.04, -1.75, -1.01)
C (1.75, -0.38, -0.66)
C (0.46, -0.19, 0.15)
N (-0.49, -1.32, -0.07)
C (-0.25, 1.13, -0.23)
C (-1.14, 1.69, 0.85)
O (-2.32, 0.98, 1.14)
H (1.55, -2.51, -0.60)
H (2.74, -1.91, -1.71)
H (2.57, 0.04, -0.08)
H (1.66, 0.22, -1.57)
H (0.63, -0.24, 1.22)
H (-1.43, -0.96, -0.19)
H (-0.28, -1.92, -0.85)
H (-0.81, 0.86, -1.13)
H (0.49, 1.86, -0.58)
H (-0.55, 1.92, 1.74)
H (-1.48, 2.70, 0.61)
H (-2.07, 0.08, 1.38)

SMILES = NC[C@H](N)CCO
charge = 0
HOMO energy = -8.75 eV

=====

Arrangement C

Molecular formula: C4H12N2O
Method: DFT, wB97M-V/def2-TZVPD

Geometry (Å):
C (-1.39, 1.37, -0.93)
C (-0.96, 0.96, 0.47)
C (0.40, 0.35, 0.61)
N (1.48, 1.29, 0.72)
C (0.60, -0.95, 0.79)
N (1.82, -1.57, 1.12)
H (-1.48, 0.51, -1.58)
H (-0.71, 2.07, -1.41)
H (-2.39, 1.81, -0.90)
H (-1.76, 0.42, 0.97)
H (-0.90, 1.84, 1.13)
H (2.37, 0.82, 0.60)
H (1.44, 1.91, -0.08)
H (-0.24, -1.64, 0.80)
H (2.45, -0.94, 1.59)
H (1.74, -2.44, 1.61)
O (-1.14, -2.06, -2.04)
H (-1.07, -1.26, -1.48)
H (-0.28, -2.49, -1.99)

SMILES = CC/C(N)=C/N.O
charge = 0
HOMO energy = -7.65 eV

=====

Pick arrangement C: it beats the second-best structure by 0.369 eV.

=====

Arrangement A

Molecular formula: C4H12N2O
Method: DFT, wB97M-V/def2-TZVPD

Geometry (Å):
C (0.69, -0.45, -0.39)
C (0.28, 1.77, 0.20)
C (1.48, -1.19, -1.45)
C (0.76, -1.06, 1.00)
N (-1.68, 0.65, -0.42)
N (-2.25, 0.50, 0.88)
O (1.07, 0.91, -0.42)
H (-1.96, 1.53, -0.83)
H (-0.55, -0.30, -0.60)
H (-2.63, 1.37, 1.25)
H (-2.99, -0.20, 0.84)
H (0.45, 2.79, -0.12)
H (-0.02, 1.55, 1.22)
H (-0.01, -0.66, 1.66)
H (2.52, -1.33, -1.16)
H (1.04, -2.18, -1.61)
H (1.45, -0.65, -2.39)
H (1.75, -0.90, 1.44)
H (0.59, -2.14, 0.92)

charge = 0
HOMO energy (alpha / beta) = -7.65 / -7.64 eV

=====

Arrangement B

Molecular formula: C4H12N2O
Method: DFT, wB97M-V/def2-TZVPD

Geometry (Å):
C (0.87, -1.26, 2.02)
C (0.33, -0.08, 1.24)
N (-1.02, 0.24, 1.71)
C (0.24, -0.43, -0.25)
N (-0.15, 0.73, -1.03)
C (-0.40, 0.40, -2.42)
O (-0.79, 1.56, -3.13)
H (0.23, -2.12, 1.85)
H (0.90, -1.03, 3.08)
H (1.87, -1.51, 1.68)
H (1.00, 0.79, 1.34)
H (-1.41, 1.00, 1.16)
H (-0.91, 0.60, 2.66)
H (1.22, -0.82, -0.58)
H (-0.44, -1.27, -0.37)
H (0.59, 1.43, -1.00)
H (-1.22, -0.31, -2.47)
H (0.48, 0.02, -2.94)
H (-1.39, 2.05, -2.55)

SMILES = C[C@H](N)CNCO
charge = 0
HOMO energy = -9.25 eV

=====

Pick arrangement B: it beats the second-best structure by 4.690 eV.

=====

Arrangement A

Molecular formula: C6H11N
Method: DFT, wB97M-V/def2-TZVPD

Geometry (Å):
C (1.41, 0.63, 2.36)
C (1.43, 0.32, 1.06)
C (0.30, 0.56, 0.13)
C (-0.76, 1.31, 0.38)
C (0.52, -0.22, -1.18)
C (-0.82, -0.84, -1.67)
N (-1.46, -1.69, -0.68)
H (2.22, 0.26, 2.98)
H (0.56, 1.10, 2.80)
H (2.35, -0.02, 0.60)
H (-1.66, 1.74, -0.03)
H (-0.79, 1.67, 1.40)
H (1.03, 0.44, -1.89)
H (1.29, -0.99, -1.12)
H (-1.34, 0.03, -2.08)
H (-0.66, -1.44, -2.59)
H (-2.46, -1.51, -0.70)
H (-1.15, -1.36, 0.23)

SMILES = C=CC(=C)CCN
charge = 0
HOMO energy = -8.87 eV

=====

Arrangement B

Molecular formula: C6H11N
Method: DFT, wB97M-V/def2-TZVPD

Geometry (Å):
C (-0.82, 0.96, 2.19)
C (-0.03, 0.02, 1.65)
C (0.54, -0.10, 0.25)
C (1.98, -0.70, 0.21)
C (-0.28, -0.08, -0.82)
C (-1.65, 0.54, -0.97)
N (0.21, -0.59, -2.04)
H (-0.77, 1.03, 3.27)
H (-1.46, 1.61, 1.62)
H (0.58, -0.53, 2.36)
H (2.56, -0.09, -0.46)
H (2.11, -1.02, 1.24)
H (1.84, -1.69, -0.25)
H (-1.60, 1.56, -1.32)
H (-2.29, -0.02, -1.64)
H (-2.18, 0.56, -0.02)
H (1.20, -0.71, -2.17)
H (-0.24, -0.24, -2.87)

SMILES = C=C/C(C)=C(\C)N
charge = 0
HOMO energy = -7.45 eV

=====

Pick arrangement B: it beats the second-best structure by 0.432 eV.

=====

Arrangement A

Molecular formula: C6H11N
Method: DFT, wB97M-V/def2-TZVPD

Geometry (Å):
C (-0.88, 1.44, 0.53)
C (-0.69, 0.15, -0.46)
C (0.73, 0.33, -1.06)
C (1.61, -0.13, 0.06)
C (-0.21, -1.03, 0.08)
C (-1.77, -1.15, -0.26)
H (-1.14, 1.34, 1.66)
H (0.11, 1.96, 0.45)
H (-1.62, 2.41, 0.15)
H (0.70, -0.32, -1.94)
H (1.24, 1.22, -1.56)
H (2.56, -0.85, -0.22)
H (2.31, 0.49, 0.67)
H (0.55, -0.72, 1.97)
H (0.41, -1.48, -0.92)
H (-2.45, -0.82, 0.74)
H (-2.23, -1.84, -0.93)
N (0.77, -0.99, 1.04)

charge = 0
HOMO energy = -8.41 eV

=====

Arrangement B

Molecular formula: C6H11N
Method: DFT, wB97M-V/def2-TZVPD

Geometry (Å):
C (0.00, 1.62, -1.09)
C (-0.68, 0.43, -0.45)
C (-0.26, -0.43, 0.49)
C (-1.16, -1.60, 0.96)
C (1.02, -0.15, 1.19)
H (-0.20, 2.53, -0.47)
H (-0.36, 1.86, -2.07)
H (0.99, 1.53, -1.13)
H (-1.60, 0.19, -1.02)
H (-1.13, -2.57, 0.38)
H (-2.28, -1.23, 0.82)
H (-0.92, -1.84, 2.07)
H (0.66, 0.03, 2.19)
H (1.67, 0.57, 0.82)
H (1.54, -1.13, 1.18)
C (1.06, -1.64, -1.93)
N (1.89, -0.87, -1.98)
H (0.27, -2.25, -1.84)

SMILES = CC=C(C)C.C#N
charge = 0
HOMO energy = -8.76 eV

=====

Pick arrangement B: it beats the second-best structure by 5.773 eV.